The following is a DFT calculation (wB97M-V/def2-TZVPD) of C44H30CsN9O3S2 as an isolated structure in a non-equilibrium geometry.

Its orbital gap (alpha / beta) is 4.64 / 4.62 eV. As for the charge: -2. The LUMO energy (alpha / beta) comes out at 3.81 / 3.81 eV.

Element x y z (Å)
Cs -1.598 2.117 0.396
C -1.791 5.360 -5.025
C -3.160 5.042 -5.111
C -3.696 3.983 -4.398
C -2.844 3.219 -3.601
C -3.044 2.081 -2.721
N -1.831 1.702 -2.208
C -0.900 2.550 -2.617
N 0.328 2.573 -2.009
C 0.801 1.495 -1.462
C 0.804 0.099 -1.949
C 0.332 -0.344 -3.110
C 0.359 -1.739 -3.555
C 0.862 -2.784 -2.891
C 1.491 -2.708 -1.526
C 1.478 -0.757 -0.907
C 1.799 0.231 0.255
N 1.303 -0.153 1.523
C 0.089 -0.560 1.763
N -1.064 -0.368 1.079
C -2.044 -1.140 1.650
N -3.295 -1.294 1.338
C -3.908 -0.651 0.287
N -3.394 0.276 -0.509
C -4.347 0.647 -1.430
N -4.223 1.546 -2.412
C -5.580 -0.071 -1.160
C -6.850 -0.054 -1.734
C -7.824 -0.883 -1.201
C -7.539 -1.729 -0.113
C -6.276 -1.751 0.458
C -5.296 -0.915 -0.070
C -1.476 -1.873 2.820
C -2.005 -2.814 3.682
C -1.171 -3.331 4.671
C 0.159 -2.919 4.778
C 0.686 -1.982 3.892
C -0.157 -1.465 2.930
N 1.481 1.528 -0.291
C -1.468 3.539 -3.515
C -0.940 4.616 -4.226
H -1.404 6.203 -5.585
H -3.803 5.646 -5.743
H -4.751 3.741 -4.448
H -0.168 0.370 -3.753
H -0.097 -1.934 -4.520
H 0.805 -3.766 -3.350
H 1.679 -3.704 -1.124
H -7.059 0.600 -2.573
H -8.823 -0.882 -1.624
H -8.322 -2.367 0.284
H -6.050 -2.398 1.298
H -3.034 -3.135 3.579
H -1.555 -4.071 5.365
H 0.787 -3.341 5.554
H 1.722 -1.668 3.937
H 0.110 4.869 -4.144
C 5.995 -1.668 4.144
O 5.938 -2.650 3.129
C 5.137 -2.373 2.052
C 4.894 -3.431 1.180
C 4.078 -3.232 0.076
C 3.506 -1.994 -0.183
C 2.639 -1.674 -1.378
C 3.485 -1.228 -2.559
O 0.694 -1.932 -0.605
C 3.776 -0.957 0.694
O 3.259 0.267 0.417
C 4.580 -1.126 1.814
H 6.545 -2.113 4.970
H 4.994 -1.386 4.482
H 6.519 -0.770 3.808
H 5.333 -4.397 1.391
H 3.889 -4.064 -0.594
H 4.356 -1.878 -2.667
H 3.843 -0.211 -2.379
H 2.922 -1.233 -3.492
H 4.720 -0.278 2.470
S -0.507 4.702 2.180
C 0.985 3.947 2.466
N 1.911 3.619 1.623
C 3.118 3.091 2.246
C 2.764 2.450 3.590
S 1.406 3.482 4.185
H 1.500 2.387 0.298
H 3.834 3.910 2.395
H 3.585 2.356 1.586
H 3.597 2.472 4.295
H 2.416 1.425 3.447

Partial atomic charges computed with the Mulliken method, in multiples of e:
1 Cs 1.578
2 C -0.581
3 C -0.533
4 C -0.149
5 C 0.160
6 C -0.731
7 N -0.028
8 C 0.193
9 N -0.922
10 C -1.403
11 C 1.062
12 C -0.125
13 C -1.141
14 C -0.988
15 C -0.228
16 C 1.692
17 C -0.098
18 N 0.180
19 C -0.151
20 N 0.635
21 C -0.422
22 N -0.545
23 C -0.622
24 N 0.425
25 C -0.895
26 N -0.674
27 C 0.219
28 C -0.181
29 C -0.562
30 C -0.552
31 C -0.124
32 C 0.041
33 C -0.358
34 C 0.031
35 C -0.628
36 C -0.628
37 C -0.397
38 C -0.053
39 N 0.649
40 C -0.432
41 C -0.331
42 H 0.381
43 H 0.357
44 H 0.488
45 H 0.564
46 H 0.395
47 H 0.329
48 H 0.726
49 H 0.500
50 H 0.351
51 H 0.364
52 H 0.513
53 H 0.564
54 H 0.367
55 H 0.394
56 H 0.596
57 H 0.493
58 C -0.711
59 O -0.501
60 C 0.858
61 C -1.154
62 C -0.296
63 C -1.021
64 C 1.549
65 C -2.013
66 O -0.669
67 C 0.183
68 O -0.701
69 C -0.092
70 H 0.242
71 H 0.266
72 H 0.285
73 H 0.418
74 H 0.486
75 H 0.381
76 H 0.433
77 H 0.398
78 H 0.359
79 S -0.453
80 C 0.183
81 N -0.646
82 C -0.306
83 C -0.183
84 S -0.287
85 H 0.484
86 H 0.467
87 H -0.063
88 H 0.427
89 H -0.090

The following is a DFT calculation (wB97M-V/def2-TZVPD) of C44H31F9GaN3O2P as an isolated structure in a non-equilibrium geometry.

Its orbital gap is 4.92 eV. As for the charge: +3. The LUMO energy comes out at -11.11 eV.

Element x y z (Å)
Ga -21.233 -5.898 -2.383
C -24.075 -8.031 -6.140
O -24.438 -8.292 -4.672
C -23.586 -7.552 -3.942
N -22.701 -6.843 -4.587
C -23.087 -6.849 -6.008
C -21.977 -6.892 -7.005
C -20.617 -7.068 -6.692
C -19.635 -6.765 -7.653
C -19.996 -6.437 -8.935
C -21.349 -6.369 -9.300
C -22.317 -6.642 -8.357
C -23.610 -7.797 -2.526
C -24.471 -8.779 -2.011
C -24.416 -9.047 -0.619
C -23.455 -8.475 0.166
C -22.539 -7.583 -0.433
N -22.781 -7.088 -1.697
C -21.315 -7.096 0.133
N -20.426 -6.467 -0.601
C -19.280 -6.071 0.265
C -19.475 -6.997 1.519
O -20.970 -7.266 1.438
C -17.906 -6.089 -0.286
C -16.892 -5.650 0.595
C -15.591 -5.378 0.134
C -15.267 -5.583 -1.179
C -16.198 -6.181 -2.029
C -17.496 -6.430 -1.597
H -25.015 -7.740 -6.634
H -23.662 -8.978 -6.512
H -23.698 -5.945 -6.183
H -20.313 -7.386 -5.699
H -18.591 -6.754 -7.333
H -19.263 -6.193 -9.699
H -21.651 -6.128 -10.335
H -23.359 -6.642 -8.667
H -25.134 -9.313 -2.659
H -25.137 -9.731 -0.173
H -23.366 -8.751 1.204
H -19.490 -5.075 0.692
H -19.361 -6.472 2.485
H -19.027 -7.978 1.560
H -17.120 -5.436 1.645
H -14.847 -4.938 0.796
H -14.305 -5.215 -1.580
H -15.941 -6.460 -3.061
H -18.179 -6.885 -2.300
F -16.355 -1.562 -8.008
C -15.820 -2.155 -6.894
F -15.096 -3.188 -7.355
F -14.938 -1.301 -6.328
C -16.857 -2.531 -5.883
C -17.558 -1.505 -5.237
C -18.632 -1.805 -4.379
C -19.045 -3.124 -4.179
C -18.336 -4.174 -4.866
C -17.246 -3.882 -5.665
P -20.450 -3.554 -3.185
C -21.769 -2.635 -4.034
C -22.508 -1.531 -3.537
C -23.563 -1.062 -4.326
C -23.936 -1.689 -5.546
C -23.095 -2.690 -6.088
C -21.988 -3.112 -5.361
C -25.155 -1.172 -6.216
F -25.696 -2.088 -7.068
F -26.102 -0.882 -5.279
F -24.937 -0.036 -6.930
C -20.103 -2.605 -1.647
C -18.794 -2.220 -1.260
C -18.587 -1.788 0.058
C -19.627 -1.886 1.055
C -20.943 -2.117 0.608
C -21.151 -2.506 -0.711
C -19.292 -1.816 2.493
F -18.129 -1.153 2.710
F -19.098 -3.081 2.994
F -20.291 -1.287 3.265
H -17.303 -0.443 -5.358
H -19.156 -0.967 -3.890
H -18.627 -5.214 -4.661
H -16.669 -4.713 -6.129
H -22.334 -1.094 -2.530
H -24.167 -0.174 -3.995
H -23.337 -3.107 -7.085
H -21.305 -3.881 -5.725
H -17.975 -2.223 -1.979
H -17.599 -1.392 0.319
H -21.808 -2.035 1.301
H -22.156 -2.746 -1.048

Partial atomic charges computed with the Mulliken method, in multiples of e:
1 Ga 0.593
2 C -0.374
3 O -0.439
4 C 0.363
5 N -0.030
6 C 0.344
7 C -0.220
8 C -0.191
9 C -0.597
10 C -0.614
11 C -0.591
12 C -0.573
13 C 0.398
14 C -0.760
15 C -0.437
16 C -0.879
17 C 0.264
18 N 0.209
19 C 0.683
20 N 0.269
21 C 1.093
22 C -0.419
23 O -0.414
24 C 0.095
25 C -0.557
26 C -0.751
27 C -0.614
28 C -0.734
29 C -0.031
30 H 0.357
31 H 0.340
32 H 0.237
33 H 0.521
34 H 0.470
35 H 0.434
36 H 0.421
37 H 0.428
38 H 0.606
39 H 0.521
40 H 0.595
41 H -0.464
42 H 0.332
43 H 0.366
44 H 0.331
45 H 0.427
46 H 0.437
47 H 0.443
48 H 0.593
49 F -0.235
50 C 0.702
51 F -0.257
52 F -0.238
53 C 0.036
54 C -1.085
55 C -0.217
56 C -0.290
57 C 0.085
58 C -0.851
59 P 1.813
60 C 0.727
61 C -0.227
62 C -0.976
63 C 0.138
64 C -0.920
65 C -1.002
66 C 0.795
67 F -0.248
68 F -0.245
69 F -0.223
70 C 0.895
71 C -0.854
72 C -1.103
73 C -0.074
74 C -1.244
75 C -0.443
76 C 0.800
77 F -0.254
78 F -0.231
79 F -0.249
80 H 0.462
81 H 0.507
82 H 0.562
83 H 0.535
84 H 0.501
85 H 0.405
86 H 0.536
87 H 0.368
88 H 0.457
89 H 0.486
90 H 0.474
91 H 0.701

The following is a DFT calculation (wB97M-V/def2-TZVPD) of C44H33Cl5CrN4O2S3 as an isolated structure in a non-equilibrium geometry.

As for the expectation value of S²: 6.136. Its orbital gap (alpha / beta) is 4.61 / 8.15 eV. As for the spin multiplicity: 5. The LUMO energy (alpha / beta) comes out at 0.19 / 0.31 eV.

Element x y z (Å)
Cr 1.849 -1.313 1.595
N 1.461 0.509 1.375
S 1.005 1.635 0.549
N -0.537 1.588 0.036
S -0.925 1.040 -1.389
N -0.182 -0.246 -1.921
S 0.127 -1.496 -0.921
N 1.461 -1.571 -0.299
C 0.010 -2.929 -2.004
C 0.245 -2.864 -3.365
C 0.255 -4.036 -4.103
C 0.036 -5.254 -3.478
C -0.170 -5.313 -2.107
C -0.173 -4.149 -1.364
C -1.388 -1.646 0.074
C -2.505 -2.161 -0.569
C -3.688 -2.309 0.129
C -3.747 -1.967 1.473
C -2.628 -1.449 2.109
C -1.444 -1.278 1.410
C -0.566 2.247 -2.605
C -0.997 3.559 -2.355
C -0.819 4.527 -3.313
C -0.237 4.204 -4.538
C 0.149 2.891 -4.798
C -0.020 1.908 -3.851
C -2.651 0.767 -1.224
C -3.347 0.209 -2.310
C -4.719 0.141 -2.273
C -5.422 0.637 -1.175
C -4.728 1.202 -0.105
C -3.356 1.282 -0.126
C 1.039 3.097 1.596
C 0.112 4.121 1.530
C 0.226 5.186 2.409
C 1.257 5.212 3.337
C 2.181 4.179 3.394
C 2.073 3.115 2.519
C 1.975 2.129 -0.897
C 2.672 1.178 -1.619
C 3.389 1.585 -2.732
C 3.419 2.922 -3.095
C 2.728 3.864 -2.352
C 2.000 3.469 -1.245
H 0.423 -1.902 -3.821
H 0.430 -3.998 -5.167
H 0.039 -6.166 -4.054
H -0.332 -6.260 -1.617
H -0.317 -4.178 -0.293
H -2.442 -2.436 -1.611
H -4.560 -2.693 -0.378
H -4.667 -2.103 2.020
H -2.676 -1.183 3.154
H -0.584 -0.835 1.901
H -1.465 3.773 -1.407
H -1.139 5.540 -3.120
H -0.093 4.966 -5.287
H 0.589 2.642 -5.752
H 0.277 0.888 -4.025
H -2.782 -0.157 -3.154
H -5.260 -0.295 -3.101
H -6.500 0.589 -1.154
H -5.274 1.575 0.749
H -2.800 1.708 0.694
H -0.692 4.067 0.813
H -0.488 5.996 2.369
H 1.342 6.040 4.024
H 2.983 4.200 4.116
H 2.754 2.277 2.539
H 2.650 0.145 -1.301
H 3.937 0.860 -3.314
H 3.998 3.237 -3.951
H 2.762 4.907 -2.628
H 1.464 4.197 -0.657
Cl 0.016 -6.649 5.867
C 0.321 -5.114 5.153
C 1.126 -5.020 4.019
Cl 1.830 -6.422 3.324
C 1.355 -3.784 3.448
Cl 2.166 -3.577 1.936
C 0.881 -2.571 4.010
O 1.179 -1.442 3.496
C 0.035 -2.712 5.142
Cl -0.657 -1.284 5.790
C -0.252 -3.952 5.685
Cl -1.319 -4.084 7.021
C 4.420 -1.359 3.287
C 3.771 -0.994 1.968
O 4.373 -0.481 1.058
H 5.103 -0.572 3.606
H 4.988 -2.279 3.141
H 3.669 -1.526 4.056

Partial atomic charges computed with the Mulliken method, in multiples of e:
1 Cr -0.093
2 N -0.075
3 S 1.046
4 N -0.161
5 S 1.212
6 N -0.226
7 S 1.515
8 N -0.314
9 C -0.211
10 C 0.026
11 C -0.871
12 C -0.550
13 C -0.910
14 C -0.224
15 C 0.714
16 C -0.155
17 C -0.982
18 C -0.892
19 C -0.978
20 C -0.684
21 C 0.887
22 C -1.118
23 C -0.704
24 C -0.727
25 C -0.698
26 C -0.419
27 C 0.998
28 C -0.938
29 C -0.830
30 C -0.682
31 C -0.722
32 C -0.448
33 C 0.165
34 C 0.144
35 C -0.866
36 C -0.521
37 C -0.757
38 C -0.657
39 C 0.869
40 C -0.252
41 C -1.003
42 C -0.741
43 C -0.732
44 C -0.278
45 H 0.458
46 H 0.447
47 H 0.406
48 H 0.442
49 H 0.486
50 H 0.540
51 H 0.470
52 H 0.432
53 H 0.589
54 H 0.776
55 H 0.229
56 H 0.437
57 H 0.396
58 H 0.447
59 H 0.443
60 H 0.427
61 H 0.432
62 H 0.415
63 H 0.436
64 H 0.487
65 H 0.217
66 H 0.450
67 H 0.392
68 H 0.435
69 H 0.430
70 H 0.246
71 H 0.508
72 H 0.420
73 H 0.450
74 H 0.356
75 Cl -0.207
76 C 0.470
77 C -0.001
78 Cl -0.203
79 C 0.725
80 Cl -0.223
81 C -0.311
82 O -0.546
83 C 0.286
84 Cl -0.171
85 C -0.022
86 Cl -0.188
87 C -1.411
88 C 1.152
89 O -0.522
90 H 0.386
91 H 0.301
92 H 0.236

One value per record, in order, for energy: -3229.838817; -5174.036034; -6605.691350 Eh.
One value per record, in order, for energy relative to the best compared isomer or geometry (same formula, charge and spin): 70.7; 5.8; 22.5 kcal per mole.